No. 1
ORCA calculation (the ωB97M-V functional and the def2-TZVPD basis) on C8H9O8PTl as an isolated structure.

Calculated values
orbital gap	6.57	eV
net charge	+3
DFT total energy	-1424.3377	Ha
lowest unoccupied orbital energy	-0.52687	Eh

Element x y z (Å)
O: 0.000 -0.001 -4.031
C: 0.000 -0.001 -2.879
Tl: 0.002 0.002 -0.030
O: -1.581 -2.662 0.096
C: -1.008 -1.685 -0.001
C: 1.007 1.693 0.003
O: 1.576 2.660 0.094
C: -1.696 1.004 0.010
O: -2.652 1.574 0.092
C: 1.699 -1.000 0.004
O: 2.651 -1.572 0.092
C: -0.962 2.233 2.907
O: -1.507 0.933 2.646
P: -0.197 -0.256 2.651
O: -0.545 -0.476 4.267
C: 0.432 0.173 5.102
O: 1.131 -1.376 2.492
C: 0.792 -2.783 2.249
H: -1.449 2.879 2.205
H: 0.134 2.306 2.745
H: -1.200 2.521 3.930
H: 1.206 0.708 4.514
H: -0.071 0.880 5.737
H: 0.875 -0.639 5.642
H: 1.679 -3.323 2.444
H: -0.031 -3.101 2.919
H: 0.583 -2.983 1.209

No. 2
ORCA calculation (the ωB97M-V functional and the def2-TZVPD basis) on a 7-piece molecular cluster, C22H25N7O4 overall.

Calculated values
orbital gap	9.32	eV
net charge	0
DFT total energy	-1537.3210	Ha
SMILES	O=[N+]([O-])c1ccccc1.O=[N+]([O-])c1ccccc1.CC#N.CC#N.CC#N.CC#N.CC#N
lowest unoccupied orbital energy	-0.04007	Eh

Element x y z (Å)
O: 3.170 3.120 -0.897
N: 2.256 2.433 -1.324
O: 1.427 1.934 -0.590
C: 2.091 2.267 -2.766
C: 1.080 1.467 -3.261
C: 0.978 1.247 -4.632
C: 1.922 1.837 -5.469
C: 2.980 2.577 -4.965
C: 3.099 2.764 -3.611
H: 0.375 0.962 -2.613
H: 0.126 0.743 -5.064
H: 1.834 1.641 -6.531
H: 3.767 2.989 -5.582
H: 3.975 3.156 -3.112
O: 0.079 -2.618 -0.076
N: 0.592 -2.163 -1.070
O: 0.628 -0.970 -1.350
C: 1.151 -3.065 -2.071
C: 1.273 -4.416 -1.795
C: 1.608 -5.333 -2.766
C: 2.001 -4.898 -4.036
C: 1.899 -3.525 -4.273
C: 1.559 -2.578 -3.314
H: 0.931 -4.781 -0.834
H: 1.575 -6.402 -2.607
H: 2.316 -5.482 -4.887
H: 2.190 -3.131 -5.241
H: 1.557 -1.519 -3.518
C: 3.307 -0.484 0.139
C: 3.332 -1.634 1.047
N: 3.316 -2.563 1.723
H: 3.976 0.250 0.585
H: 2.296 -0.084 0.222
H: 3.458 -0.730 -0.907
C: -0.787 -0.088 1.634
C: -1.335 0.594 2.770
N: -1.740 1.132 3.700
H: -1.321 0.055 0.697
H: -0.504 -1.127 1.780
H: 0.174 0.409 1.448
C: -4.554 0.052 -0.226
C: -3.347 0.396 -0.996
N: -2.363 0.564 -1.565
H: -5.047 0.993 0.019
H: -4.282 -0.467 0.687
H: -5.208 -0.488 -0.906
C: -2.418 4.186 5.180
C: -2.923 4.806 6.390
N: -3.320 5.240 7.375
H: -1.523 4.739 4.887
H: -3.169 4.172 4.394
H: -2.052 3.168 5.306
C: -3.366 -0.473 6.962
C: -4.581 0.170 7.477
N: -5.517 0.738 7.818
H: -2.502 -0.048 7.486
H: -3.110 -0.203 5.938
H: -3.333 -1.534 7.191

No. 3
ORCA calculation (the ωB97M-V functional and the def2-TZVPD basis) on the molecule C2H2O2S2.

Calculated values
orbital gap (alpha / beta)	8.72 / 8.19	eV
⟨S²⟩	2.009
multiplicity	3
net charge	0
DFT total energy	-1024.1436	Ha
lowest unoccupied orbital energy (alpha / beta)	0.02368 / -0.09626	Eh

Element x y z (Å)
C: -0.723 0.008 0.055
C: 0.572 -0.058 -0.447
O: -2.812 0.219 1.483
O: 3.088 -0.121 -0.785
S: -1.357 0.216 1.615
S: 2.100 -0.019 0.285
H: -1.515 -0.078 -0.682
H: 0.646 -0.165 -1.524

No. 4
ORCA calculation (the ωB97M-V functional and the def2-TZVPD basis) on a 3-piece molecular cluster, C24H44F3O5S3 overall.

Calculated values
orbital gap	7.01	eV
net charge	+1
DFT total energy	-2810.6012	Ha
lowest unoccupied orbital energy	-0.12289	Eh

Element x y z (Å)
C: -5.335 1.893 -1.517
C: -4.355 2.475 -0.344
C: -4.001 1.165 0.568
C: -5.249 3.563 0.449
C: -3.082 3.084 -1.107
C: -2.170 4.100 -0.255
C: -2.027 3.756 1.305
C: -2.620 5.660 -0.398
C: -0.691 4.041 -0.935
C: -0.607 4.371 -2.476
C: 0.806 4.271 -3.155
C: 2.094 3.855 -2.399
O: 3.324 3.754 -3.117
C: 3.714 2.378 -3.350
C: 2.502 1.344 -3.495
O: 2.114 0.713 -2.231
C: 1.365 -0.487 -2.459
C: 1.004 -1.103 -0.998
S: 2.348 -2.236 -0.347
C: 2.883 -1.736 1.365
O: 4.102 -0.930 1.274
C: 4.441 -0.387 2.535
F: 5.621 0.393 2.346
F: 3.465 0.507 3.050
F: 4.753 -1.352 3.517
C: 2.011 3.558 -0.872
C: 0.602 3.652 -0.184
H: -5.778 2.723 -2.168
H: -4.773 1.141 -2.170
H: -6.164 1.300 -0.969
H: -4.450 0.208 0.100
H: -2.855 1.018 0.490
H: -4.275 1.301 1.666
H: -5.016 3.451 1.577
H: -6.354 3.239 0.344
H: -5.124 4.631 0.075
H: -3.503 3.696 -1.998
H: -2.384 2.305 -1.572
H: -1.845 2.641 1.487
H: -2.962 4.135 1.869
H: -1.157 4.387 1.736
H: -3.424 5.961 0.356
H: -2.895 5.929 -1.485
H: -1.700 6.320 -0.153
H: -1.510 4.655 -3.109
H: 0.897 4.501 -4.274
H: 4.453 1.965 -2.583
H: 4.271 2.363 -4.364
H: 1.595 1.763 -4.076
H: 2.896 0.476 -4.158
H: 0.359 -0.333 -2.983
H: 1.928 -1.309 -3.023
H: -0.001 -1.662 -0.988
H: 0.856 -0.191 -0.301
H: 3.459 -2.014 -1.150
H: 3.130 -2.719 1.921
H: 2.060 -1.209 1.954
H: 2.922 3.275 -0.227
H: 0.597 3.398 0.936
C: 3.598 -5.807 3.605
S: 3.840 -6.110 1.841
O: 2.556 -5.772 1.146
C: 3.929 -7.907 1.972
H: 3.478 -4.734 3.759
H: 2.702 -6.326 3.952
H: 4.472 -6.156 4.157
H: 3.013 -8.294 2.422
H: 4.792 -8.185 2.579
H: 4.044 -8.322 0.970
C: -1.716 -4.049 2.370
S: -1.473 -4.352 0.606
O: -2.753 -4.018 -0.087
C: -1.380 -6.149 0.739
H: -1.838 -2.975 2.523
H: -2.611 -4.568 2.717
H: -0.841 -4.396 2.923
H: -2.296 -6.536 1.189
H: -0.516 -6.425 1.347
H: -1.265 -6.565 -0.262

No. 5
ORCA calculation (the ωB97M-V functional and the def2-TZVPD basis) on a 3-piece molecular cluster, C42H39Br2INO6 overall.

Calculated values
orbital gap (alpha / beta)	7.30 / 8.38	eV
⟨S²⟩	0.754
multiplicity	2
net charge	0
DFT total energy	-7575.7739	Ha
lowest unoccupied orbital energy (alpha / beta)	-0.04140 / -0.04140	Eh

Element x y z (Å)
C: 1.936 -4.517 2.152
C: 1.855 -2.990 2.124
Br: 3.302 -2.312 1.008
C: 0.461 -2.378 1.863
Br: 0.715 -0.428 1.931
C: -0.381 -2.789 0.627
C: 0.348 -2.551 -0.717
C: 1.259 -3.612 -1.280
O: 1.226 -4.778 -1.113
I: 2.705 -2.788 -2.698
C: -0.968 -4.217 0.738
C: -2.044 -4.443 1.829
C: -3.231 -5.208 1.224
C: -1.484 -5.328 2.956
N: -2.482 -3.180 2.476
O: -3.359 -3.339 3.386
C: -2.663 -1.945 1.669
C: -4.079 -1.916 1.071
C: -2.571 -0.744 2.632
C: -1.656 -1.901 0.507
H: 2.695 -4.807 2.879
H: 2.227 -4.948 1.197
H: 1.002 -4.945 2.503
H: 2.133 -2.638 3.114
H: -0.097 -2.588 2.775
H: -0.415 -2.411 -1.491
H: 0.896 -1.610 -0.678
H: -0.193 -4.970 0.812
H: -1.443 -4.393 -0.232
H: -3.527 -4.819 0.249
H: -4.071 -5.215 1.914
H: -2.913 -6.241 1.061
H: -2.291 -5.745 3.554
H: -0.912 -6.152 2.527
H: -0.827 -4.758 3.614
H: -4.252 -2.736 0.375
H: -4.186 -0.989 0.502
H: -4.828 -1.901 1.858
H: -2.167 0.124 2.112
H: -3.559 -0.486 3.007
H: -1.926 -0.958 3.483
H: -1.403 -0.873 0.249
H: -2.176 -2.312 -0.364
C: -2.052 3.283 -0.142
C: -2.185 4.663 -0.252
C: -3.443 5.232 -0.348
C: -4.574 4.424 -0.340
C: -4.440 3.039 -0.246
C: -3.175 2.474 -0.139
C: -5.629 2.141 -0.270
O: -5.508 0.937 -0.181
C: -6.970 2.774 -0.415
C: -8.094 1.961 -0.488
C: -9.351 2.528 -0.611
C: -9.491 3.911 -0.656
C: -8.374 4.726 -0.588
C: -7.110 4.162 -0.474
C: -5.920 5.062 -0.427
O: -6.043 6.267 -0.461
H: -1.071 2.833 -0.062
H: -1.305 5.293 -0.260
H: -3.567 6.303 -0.429
H: -3.087 1.398 -0.059
H: -7.968 0.887 -0.447
H: -10.225 1.894 -0.671
H: -10.475 4.352 -0.747
H: -8.465 5.803 -0.624
C: 9.486 5.360 -2.090
C: 8.897 5.442 -0.833
C: 8.095 4.412 -0.372
C: 7.873 3.296 -1.169
C: 8.452 3.220 -2.437
C: 9.265 4.252 -2.890
C: 8.203 2.051 -3.331
O: 8.713 1.983 -4.429
C: 7.302 0.976 -2.827
C: 7.014 -0.102 -3.656
C: 6.189 -1.118 -3.204
C: 5.652 -1.068 -1.923
C: 5.934 0.005 -1.094
C: 6.753 1.033 -1.545
C: 7.019 2.191 -0.643
O: 6.556 2.237 0.476
H: 10.118 6.163 -2.445
H: 9.065 6.313 -0.212
H: 7.634 4.457 0.605
H: 9.712 4.173 -3.872
H: 7.443 -0.129 -4.648
H: 5.964 -1.956 -3.853
H: 5.006 -1.868 -1.585
H: 5.522 0.065 -0.095

No. 6
ORCA calculation (the ωB97M-V functional and the def2-TZVPD basis) on the molecule C3H5N3O4.

Calculated values
orbital gap	9.30	eV
net charge	0
DFT total energy	-582.2703	Ha
lowest unoccupied orbital energy	-0.02750	Eh

Element x y z (Å)
C: 1.253 0.961 -1.147
C: -0.495 -0.598 -0.714
C: -0.702 -0.128 0.684
N: 0.825 -0.359 -1.302
N: 0.068 0.852 1.115
N: -1.490 -0.935 1.552
O: 0.958 1.416 0.180
O: 0.222 1.359 2.186
O: -1.430 -0.688 2.727
O: -2.066 -1.882 1.095
H: 0.794 1.769 -1.848
H: 2.335 0.965 -1.419
H: -0.775 -1.669 -0.626
H: -1.141 -0.178 -1.600
H: 1.644 -0.885 -0.884